C42H50BN10S2Y as an isolated structure. Source: OMol25; level of theory: wB97M-V/def2-TZVPD.

LUMO level: 0.58 eV
F_max: 0.9 eV Å⁻¹
relative energy (zero: lowest compared OMol25 entry of this formula, charge and spin): 11.7 kcal per mole
charge: 0
HOMO level: -6.55 eV
Kohn-Sham gap: 0.262 hartree

Atoms and positions in Å:
Y 0.04 -0.48 0.80
N -1.42 2.23 -1.98
C -1.35 1.57 -3.27
C -1.63 0.07 -3.28
N -0.75 -0.80 -2.48
C 0.60 -0.84 -3.06
C 1.56 0.20 -2.50
N 1.85 -0.08 -1.09
C -1.35 -2.14 -2.52
C -0.81 -3.10 -1.49
N -1.15 -2.63 -0.14
H -2.30 2.05 -1.50
H -0.67 1.98 -1.35
H -0.39 1.81 -3.73
H -2.11 2.01 -3.92
H -1.61 -0.27 -4.33
H -2.64 -0.07 -2.91
H 0.54 -0.72 -4.15
H 1.04 -1.82 -2.88
H 1.15 1.20 -2.58
H 2.48 0.17 -3.11
H 2.56 0.57 -0.75
H 2.29 -1.00 -0.99
H -1.23 -2.58 -3.53
H -2.42 -2.03 -2.35
H 0.28 -3.20 -1.53
H -1.22 -4.09 -1.70
H -0.71 -3.21 0.57
H -2.15 -2.69 0.00
C -2.94 0.87 5.10
C -2.92 0.52 3.65
C -3.80 -0.29 2.95
C -3.30 -0.32 1.65
N -2.18 0.41 1.55
N -1.97 0.92 2.80
B -0.91 2.02 3.10
N 0.51 1.47 3.35
N 1.23 0.85 2.37
C 2.52 0.93 2.73
C 2.63 1.57 3.96
C 1.34 1.92 4.31
C 0.89 2.68 5.51
C 3.65 0.51 1.87
C 4.30 -0.71 2.04
C 5.38 -1.03 1.23
C 5.82 -0.15 0.26
C 5.20 1.09 0.11
C 4.12 1.42 0.92
N -0.88 3.05 1.96
N -0.06 2.94 0.89
C -0.16 4.09 0.22
C -1.08 4.94 0.84
C -1.51 4.25 1.95
C -2.50 4.65 2.99
C 0.68 4.37 -0.96
C 1.76 3.54 -1.27
C 2.57 3.79 -2.36
C 2.32 4.90 -3.17
C 1.26 5.74 -2.86
C 0.45 5.48 -1.77
C -3.96 -1.00 0.52
C -4.36 -2.33 0.67
C -5.07 -2.96 -0.33
C -5.42 -2.27 -1.49
C -5.05 -0.94 -1.63
C -4.31 -0.31 -0.63
H -3.75 0.33 5.59
H -2.00 0.60 5.58
H -3.10 1.94 5.25
H -4.68 -0.77 3.33
H -1.26 2.56 4.10
H 3.54 1.78 4.50
H 1.74 2.84 6.17
H 0.48 3.65 5.24
H 0.12 2.13 6.06
H 3.93 -1.40 2.78
H 5.86 -1.99 1.35
H 6.67 -0.41 -0.37
H 5.56 1.80 -0.62
H 3.65 2.39 0.83
H -1.39 5.93 0.55
H -2.90 5.64 2.76
H -3.33 3.95 3.04
H -2.04 4.69 3.98
H 1.95 2.69 -0.62
H 3.40 3.14 -2.58
H 2.95 5.10 -4.02
H 1.06 6.60 -3.48
H -0.38 6.14 -1.55
H -4.09 -2.86 1.58
H -5.37 -4.00 -0.21
H -5.99 -2.76 -2.27
H -5.34 -0.39 -2.51
H -4.05 0.73 -0.72
S -0.58 -1.99 2.97
C 0.94 -2.78 3.42
C 1.11 -3.19 4.74
C 2.25 -3.86 5.16
C 3.25 -4.14 4.24
C 3.10 -3.74 2.93
C 1.96 -3.06 2.49
S 1.87 -2.55 0.80
H 0.32 -2.96 5.45
H 2.35 -4.16 6.20
H 4.14 -4.68 4.55
H 3.87 -3.96 2.20

Löwdin atomic charge list, values in e, 6 entries:
1. Y 1.236
2. N 0.050
3. C -0.260
4. C -0.202
5. N -0.150
6. C -0.186

---

C42H50BaClN10OP as an isolated structure. Source: OMol25; level of theory: wB97M-V/def2-TZVPD.

LUMO level: -4.28 eV
F_max: 0.6 eV Å⁻¹
relative energy (zero: lowest compared OMol25 entry of this formula, charge and spin): 65.2 kcal per mole
charge: +2
HOMO level: -12.23 eV
Kohn-Sham gap: 0.292 hartree

Atoms and positions in Å:
Ba -0.65 -0.14 -0.15
C -0.55 -3.68 -1.07
C 0.70 -3.06 -1.67
N 0.47 -1.71 -2.23
C -0.35 -1.69 -3.45
C -1.85 -1.66 -3.23
C -2.68 -2.21 -4.19
C -4.05 -2.18 -4.00
C -4.55 -1.64 -2.82
C -3.67 -1.12 -1.89
C -4.18 -0.59 -0.57
N -3.25 -0.83 0.54
C -3.27 -2.18 1.11
C -2.53 -3.22 0.27
N -1.11 -2.91 0.05
N -2.35 -1.10 -2.12
H -0.32 -4.71 -0.78
H -1.32 -3.75 -1.85
H 1.08 -3.74 -2.43
H 1.47 -2.97 -0.90
H 1.37 -1.32 -2.47
H -0.13 -2.54 -4.09
H -0.08 -0.79 -4.01
H -2.26 -2.66 -5.08
H -4.72 -2.59 -4.74
H -5.62 -1.65 -2.61
H -5.16 -1.04 -0.38
H -4.34 0.49 -0.66
H -3.43 -0.19 1.33
H -4.30 -2.54 1.25
H -2.82 -2.11 2.10
H -3.01 -3.30 -0.71
H -2.67 -4.20 0.75
H -0.57 -3.13 0.89
C -0.91 3.38 2.29
C -0.30 2.18 3.02
C -0.27 -0.31 2.95
C 1.20 2.11 2.70
C 1.96 3.31 3.28
O 2.35 4.05 2.11
C 2.06 3.29 1.04
N 1.46 2.18 1.25
C 2.46 3.93 -0.24
C 3.01 5.21 -0.16
C 3.39 5.90 -1.29
C 3.22 5.33 -2.54
C 2.69 4.05 -2.64
C 2.31 3.33 -1.51
P 1.70 1.62 -1.68
C 1.39 1.43 -3.48
C 2.17 0.68 -4.35
C 1.78 0.50 -5.68
C 0.61 1.08 -6.14
C -0.18 1.83 -5.28
C 0.21 2.00 -3.96
C 3.22 0.67 -1.37
C 3.18 -0.34 -0.41
C 4.29 -1.12 -0.13
C 5.47 -0.89 -0.82
C 5.55 0.14 -1.75
C 4.43 0.92 -2.02
H -1.96 3.51 2.51
H -0.79 3.27 1.21
H -0.41 4.30 2.58
H -0.39 2.33 4.10
H 0.62 -0.43 2.33
H -0.94 -1.16 2.79
H 0.07 -0.37 3.99
H 1.63 1.20 3.10
H 2.86 3.03 3.82
H 1.35 3.97 3.90
H 3.14 5.67 0.81
H 3.81 6.90 -1.20
H 3.51 5.86 -3.43
H 2.57 3.61 -3.62
H 3.09 0.22 -4.01
H 2.40 -0.09 -6.34
H 0.31 0.94 -7.18
H -1.09 2.29 -5.64
H -0.41 2.60 -3.30
H 2.28 -0.45 0.19
H 4.24 -1.90 0.62
H 6.34 -1.50 -0.61
H 6.48 0.33 -2.26
H 4.51 1.73 -2.74
N -4.95 2.73 3.57
C -4.01 2.02 4.24
N -4.23 1.77 5.55
N -2.86 1.75 3.70
C -2.36 0.74 3.04
N -1.00 0.92 2.66
H -5.86 2.86 3.97
H -4.89 2.72 2.56
H -5.18 1.77 5.90
H -3.59 1.14 6.00
Cl -1.04 -6.67 4.42
C -0.03 -5.31 4.09
C 0.83 -4.82 5.05
C 1.61 -3.73 4.72
C 1.49 -3.18 3.46
N 0.66 -3.65 2.53
C -0.09 -4.71 2.85
H 0.89 -5.29 6.03
H 2.31 -3.31 5.43
H 2.10 -2.33 3.17
H -0.76 -5.10 2.09

Löwdin atomic charge list, values in e, 6 entries:
1. Ba 1.706
2. C -0.202
3. C -0.192
4. N -0.161
5. C -0.142
6. C -0.266